No. 1
Here is a cluster of 9 separate species, H17O9 in total in a non-equilibrium geometry from OMol25. Energies are from ωB97M-V/def2-TZVPD.

ΔE to the lowest compared entry with this formula, charge and spin (kJ/mol): 76.3
Net charge: -1
Gap between HOMO and LUMO (eV): 9.4
Spin multiplicity: 1

Structure (XYZ):
```
26
Properties=species:S:1:pos:R:3:forces:R:3
O -1.48146 -2.21640 2.83554 -0.282 -0.391 0.175
H -0.40016 -0.15598 0.04662 -0.347 -1.095 -0.520
H -1.89665 1.89982 0.10312 -0.357 0.215 -0.327
O 2.78293 -1.46912 0.11990 -0.879 -0.346 -0.265
H 0.63822 3.20154 -2.05469 0.134 -0.112 -0.140
H 1.42872 1.16460 -2.89515 -0.167 -0.063 0.230
H -1.90860 -1.36670 2.97373 0.071 0.036 -0.070
H -1.83366 0.48602 -1.36250 0.379 0.035 0.217
H 0.12573 0.78799 -2.05599 -0.097 0.009 -0.530
H 1.46376 -2.77825 -1.16533 0.118 0.450 -0.128
H 2.28338 -2.12811 0.62936 0.412 0.210 0.226
H -0.86245 -2.09181 2.10848 0.132 0.246 -0.083
H 0.85060 2.76389 -0.65225 0.126 -0.139 0.029
O 0.57543 0.72210 -2.95584 0.126 -0.100 0.032
O -1.04762 0.79942 -0.89105 -0.011 0.537 0.282
O -2.54614 2.62093 0.35718 0.270 -0.116 0.249
O 1.34143 3.13577 -1.39682 -0.295 0.226 0.143
H -2.36934 3.29809 -0.30029 -0.028 0.007 -0.020
O 0.61529 -3.11952 -1.44806 -0.371 -1.072 -0.282
O -0.05852 -1.09739 0.38112 -0.274 0.491 0.929
H -0.82145 -1.67733 0.23197 0.416 0.287 -0.351
H 0.16022 -2.43724 -1.94633 0.316 0.369 0.104
H 2.00616 -1.00679 -0.25273 0.402 0.188 0.176
H 0.63980 0.92189 3.33060 0.025 -0.076 0.022
O 0.38190 0.01556 3.53189 -0.071 0.321 0.017
H -0.06754 -0.27299 2.72754 0.252 -0.117 -0.114
```
Forces are in eV/Å.

***

No. 2
Here is a structure of composition H17O9Pb in a non-equilibrium geometry from OMol25. Energies are from ωB97M-V/def2-TZVPD.

ΔE to the lowest compared entry with this formula, charge and spin (kJ/mol): 0.0
Net charge: +1
Gap between HOMO and LUMO (eV): 7.6
Spin multiplicity: 1

Structure (XYZ):
```
27
Properties=species:S:1:pos:R:3:forces:R:3
O 0.51249 0.62539 3.29968 -1.112 -0.764 0.152
O 1.18299 1.02727 -2.66249 0.436 1.238 1.077
H -0.69520 -2.20728 -0.00296 -1.149 -0.569 0.190
H 0.02885 3.18375 -0.79803 -0.056 -0.906 0.777
H -2.82247 -0.28224 0.89836 0.516 0.161 0.143
O 0.07185 2.30703 -0.34098 0.075 1.833 0.966
O -2.09006 -0.30376 -1.29018 -0.258 1.066 1.704
O -1.28345 -2.97201 0.14953 1.308 -0.488 -0.092
O 2.38441 1.34920 1.24483 -0.213 -1.366 0.726
H -1.33718 -0.44129 -0.68618 -0.661 0.086 -0.941
O -2.10550 -0.27971 1.55560 0.215 0.022 0.320
H 1.07342 0.85253 -3.57533 -0.100 0.383 -1.816
H 0.60287 0.15652 0.39164 -0.135 0.691 -0.203
H 0.95691 0.16947 -2.35578 -0.166 -1.488 0.496
H 0.44052 -1.09952 -1.27858 0.007 -0.986 0.290
H -1.24503 -0.37645 1.08776 -1.077 0.060 0.271
H -0.41196 0.96066 3.23608 0.403 -0.528 -0.180
Pb 1.58488 -1.29462 2.34373 -1.407 1.047 -1.704
H 1.80352 1.70340 0.57339 -0.875 0.601 -0.640
H -2.15325 -2.67371 0.40146 -0.227 0.491 0.058
H -1.91379 -0.80877 -2.05874 0.452 -0.871 -1.102
H 0.40047 -2.47574 -2.06428 0.098 -0.105 0.221
O 0.27104 -1.52808 -2.13066 0.087 0.362 -0.741
H 3.05432 2.00838 1.33000 1.033 0.613 0.165
O 0.28065 -0.74199 0.45194 1.937 -0.545 1.842
H 1.07782 1.38371 3.33379 0.620 0.970 -0.085
H 0.33085 1.75785 -1.05362 0.250 -1.007 -1.894
```
Forces are in eV/Å.

***

Repeat the second record exactly.
Here is a structure of composition H17O9Pb in a non-equilibrium geometry from OMol25. Energies are from ωB97M-V/def2-TZVPD.

ΔE to the lowest compared entry with this formula, charge and spin (kJ/mol): 0.0
Net charge: +1
Gap between HOMO and LUMO (eV): 7.6
Spin multiplicity: 1

Structure (XYZ):
```
27
Properties=species:S:1:pos:R:3:forces:R:3
O 0.51249 0.62539 3.29968 -1.112 -0.764 0.152
O 1.18299 1.02727 -2.66249 0.436 1.238 1.077
H -0.69520 -2.20728 -0.00296 -1.149 -0.569 0.190
H 0.02885 3.18375 -0.79803 -0.056 -0.906 0.777
H -2.82247 -0.28224 0.89836 0.516 0.161 0.143
O 0.07185 2.30703 -0.34098 0.075 1.833 0.966
O -2.09006 -0.30376 -1.29018 -0.258 1.066 1.704
O -1.28345 -2.97201 0.14953 1.308 -0.488 -0.092
O 2.38441 1.34920 1.24483 -0.213 -1.366 0.726
H -1.33718 -0.44129 -0.68618 -0.661 0.086 -0.941
O -2.10550 -0.27971 1.55560 0.215 0.022 0.320
H 1.07342 0.85253 -3.57533 -0.100 0.383 -1.816
H 0.60287 0.15652 0.39164 -0.135 0.691 -0.203
H 0.95691 0.16947 -2.35578 -0.166 -1.488 0.496
H 0.44052 -1.09952 -1.27858 0.007 -0.986 0.290
H -1.24503 -0.37645 1.08776 -1.077 0.060 0.271
H -0.41196 0.96066 3.23608 0.403 -0.528 -0.180
Pb 1.58488 -1.29462 2.34373 -1.407 1.047 -1.704
H 1.80352 1.70340 0.57339 -0.875 0.601 -0.640
H -2.15325 -2.67371 0.40146 -0.227 0.491 0.058
H -1.91379 -0.80877 -2.05874 0.452 -0.871 -1.102
H 0.40047 -2.47574 -2.06428 0.098 -0.105 0.221
O 0.27104 -1.52808 -2.13066 0.087 0.362 -0.741
H 3.05432 2.00838 1.33000 1.033 0.613 0.165
O 0.28065 -0.74199 0.45194 1.937 -0.545 1.842
H 1.07782 1.38371 3.33379 0.620 0.970 -0.085
H 0.33085 1.75785 -1.05362 0.250 -1.007 -1.894
```
Forces are in eV/Å.